(1)
# C4H8N2O3

C4H8N2O3 in the gas phase at a distorted geometry (ωB97M-V with the def2-TZVPD basis set, the Open Molecules 2025 dataset).

As for the HOMO-LUMO gap: 0.3242 Ha. The energy above the lowest of the compared OMol25 structures with the same formula, charge and spin is 666.9 kJ/mol.

The geometry in ORCA input format:
```
! RIJCOSX wB97M-V def2-TZVPD def2/J DEFGRID3
* xyz 0 1
C 1.422 1.860 0.012
C 1.811 0.377 -0.115
N 3.079 0.132 0.001
O 3.436 -1.139 0.080
N 0.848 -0.590 -0.099
C -0.411 -0.558 0.199
C -1.313 -1.757 0.065
O -1.029 0.605 0.428
O -2.437 0.585 0.600
H 2.291 2.373 -0.119
H 0.638 2.329 -0.722
H 0.925 2.073 0.946
H 2.768 -1.774 -0.270
H -0.696 -2.614 0.219
H -2.356 -1.681 0.583
H -1.634 -1.874 -0.980
H -2.636 1.102 1.358
*
```

(2)
# C20H24N4O3S2

C20H24N4O3S2 in the gas phase at a distorted geometry (ωB97M-V with the def2-TZVPD basis set, the Open Molecules 2025 dataset).

As for the HOMO-LUMO gap: 0.3106 Ha. The energy above the lowest of the compared OMol25 structures with the same formula, charge and spin is 61.6 kJ/mol.

The geometry in ORCA input format:
```
! RIJCOSX wB97M-V def2-TZVPD def2/J DEFGRID3
* xyz 0 1
C -6.391 -2.661 0.606
C -5.181 -1.875 0.205
C -3.905 -2.283 0.576
C -2.793 -1.547 0.201
C -2.963 -0.400 -0.548
S -1.551 0.574 -1.039
O -1.656 0.917 -2.426
O -0.350 -0.096 -0.611
N -1.865 1.996 -0.179
C -1.722 1.876 1.255
C -0.258 1.827 1.693
N 0.482 2.956 1.140
C 1.878 2.942 1.560
C 2.623 1.765 0.989
N 2.471 0.605 1.537
C 3.011 -0.442 0.882
S 2.853 -2.062 1.445
C 3.754 -2.654 0.073
C 4.010 -4.111 -0.087
C 4.152 -1.656 -0.766
C 4.933 -1.886 -2.017
C 3.729 -0.377 -0.308
C 3.938 0.920 -0.904
O 4.553 1.203 -1.912
N 3.325 1.941 -0.164
C 0.343 3.041 -0.308
C -1.135 3.141 -0.680
C -4.221 0.025 -0.929
C -5.326 -0.714 -0.552
H -6.111 -3.570 1.132
H -6.975 -2.930 -0.272
H -7.028 -2.064 1.257
H -3.779 -3.183 1.160
H -1.793 -1.849 0.473
H -2.234 0.965 1.570
H -2.222 2.740 1.704
H -0.201 1.894 2.782
H 0.170 0.867 1.379
H 2.338 3.881 1.241
H 1.895 2.882 2.650
H 3.543 -4.480 -1.001
H 5.081 -4.302 -0.160
H 3.610 -4.663 0.758
H 5.138 -0.935 -2.499
H 4.372 -2.520 -2.703
H 5.875 -2.385 -1.792
H 3.419 2.870 -0.559
H 0.870 3.936 -0.651
H 0.753 2.159 -0.825
H -1.253 3.151 -1.764
H -1.580 4.042 -0.248
H -4.309 0.922 -1.521
H -6.315 -0.394 -0.846
*
```

(3)
# C24H23ClLuN2OP

A molecular structure, C24H23ClLuN2OP at a distorted geometry (ωB97M-V with the def2-TZVPD basis set, the Open Molecules 2025 dataset).

As for the HOMO-LUMO gap: 0.2192 Ha. The energy above the lowest of the compared OMol25 structures with the same formula, charge and spin is 0.0 kJ/mol.

The geometry in ORCA input format:
```
! RIJCOSX wB97M-V def2-TZVPD def2/J DEFGRID3
* xyz 2 1
Lu -0.361 -1.316 1.186
Cl 1.589 -1.697 2.503
C -1.616 0.241 2.070
O -2.350 0.967 2.608
P 0.580 0.885 -0.463
C -0.226 1.737 -1.865
C 0.905 2.212 0.753
C 2.262 0.497 -1.074
C 2.064 2.166 1.553
C 2.287 3.169 2.495
C 1.333 4.174 2.707
C 0.133 4.156 1.983
C -0.090 3.170 1.020
H 2.798 1.368 1.416
H 3.215 3.162 3.068
H 1.514 4.958 3.448
H -0.628 4.919 2.159
H -1.028 3.139 0.462
C -1.624 1.601 -2.016
C -2.284 2.211 -3.085
C -1.576 2.993 -4.005
C -0.192 3.136 -3.844
C 0.489 2.501 -2.799
H -2.203 1.007 -1.305
H -3.362 2.074 -3.195
H -2.100 3.485 -4.832
H 0.380 3.751 -4.537
H 1.570 2.616 -2.711
C 3.218 1.494 -1.330
C 4.488 1.142 -1.803
C 4.840 -0.203 -1.972
C 3.901 -1.197 -1.668
C 2.616 -0.859 -1.247
H 2.981 2.548 -1.161
H 5.199 1.939 -2.023
H 5.836 -0.474 -2.336
H 4.164 -2.251 -1.769
H 1.897 -1.661 -1.043
H -1.548 -1.372 -1.304
H -0.984 -1.832 -1.502
N -3.951 -6.323 2.576
C -3.271 -5.216 2.165
C -2.775 -4.296 3.104
C -2.060 -3.188 2.672
N -1.814 -2.989 1.324
C -2.371 -3.845 0.392
C -3.083 -4.962 0.796
H -4.100 -6.539 3.550
H -4.313 -7.005 1.917
H -2.971 -4.499 4.155
H -1.660 -2.432 3.373
H -2.205 -3.583 -0.661
H -3.513 -5.679 0.094
*
```

(4)
# C29H71Cl8O18P3

9 unconnected molecules or ions with the total composition C29H71Cl8O18P3 at a distorted geometry (ωB97M-V with the def2-TZVPD basis set, the Open Molecules 2025 dataset).

As for the HOMO-LUMO gap: 0.3424 Ha. The energy above the lowest of the compared OMol25 structures with the same formula, charge and spin is 0.0 kJ/mol.

The geometry in ORCA input format:
```
! RIJCOSX wB97M-V def2-TZVPD def2/J DEFGRID3
* xyz 0 1
C -5.143 0.823 0.501
O -3.861 1.413 0.704
P -3.568 3.036 0.773
O -4.531 3.769 1.617
O -2.005 3.107 1.124
C -1.130 2.219 0.457
O -3.653 3.512 -0.805
C -4.911 3.630 -1.401
H -5.267 0.057 1.266
H -5.402 0.427 -0.480
H -5.991 1.465 0.741
H -0.872 1.465 1.201
H -0.293 2.863 0.189
H -1.555 1.821 -0.465
H -5.700 2.971 -1.038
H -4.816 3.464 -2.474
H -5.304 4.646 -1.373
C -2.206 -0.929 -3.108
O -1.485 -0.542 -4.291
P -0.460 0.655 -4.187
O 0.526 0.502 -3.089
O -1.436 1.974 -4.061
C -2.291 2.337 -5.174
O 0.104 0.611 -5.677
C 0.907 1.698 -6.131
H -3.247 -1.181 -3.311
H -2.267 -0.167 -2.331
H -1.836 -1.857 -2.671
H -2.237 3.425 -5.185
H -3.301 2.091 -4.848
H -2.040 1.973 -6.171
H 0.459 2.153 -7.015
H 1.817 1.279 -6.561
H 1.071 2.522 -5.436
C -0.771 1.544 7.170
O -0.551 0.881 5.939
P 0.454 1.486 4.858
O 0.591 0.671 3.619
O 1.816 1.760 5.662
C 2.969 2.082 4.915
O -0.200 2.991 4.639
C 0.329 3.934 3.682
H -0.670 2.628 7.223
H -0.332 0.945 7.968
H -1.838 1.462 7.378
H 2.845 2.045 3.833
H 3.754 1.394 5.231
H 3.268 3.098 5.172
H 0.910 4.667 4.241
H -0.512 4.514 3.301
H 0.977 3.552 2.894
C -7.426 3.151 2.704
O -8.423 2.236 3.048
C -8.071 0.900 2.979
C -7.116 0.478 4.070
O -5.754 0.461 3.565
C -4.694 0.118 4.450
C -3.322 -0.041 3.786
O -3.407 -1.142 2.907
C -2.273 -1.227 2.098
H -7.255 3.095 1.629
H -6.461 3.022 3.194
H -7.748 4.147 3.008
H -7.743 0.561 1.996
H -8.988 0.329 3.124
H -7.438 -0.527 4.342
H -7.141 1.116 4.954
H -4.846 -0.876 4.870
H -4.638 0.788 5.308
H -2.630 -0.141 4.622
H -3.152 0.939 3.341
H -2.083 -0.259 1.636
H -2.297 -2.025 1.355
H -1.414 -1.508 2.708
C 4.602 1.374 -8.583
O 3.982 0.742 -7.459
C 4.292 -0.649 -7.357
C 3.274 -1.245 -6.349
O 3.552 -0.950 -5.007
C 2.828 -1.685 -3.977
C 3.568 -3.078 -3.596
O 3.551 -3.922 -4.780
C 3.623 -5.286 -4.507
H 5.691 1.335 -8.563
H 4.278 2.412 -8.656
H 4.261 0.881 -9.493
H 5.313 -0.771 -6.996
H 4.300 -1.088 -8.354
H 3.307 -2.318 -6.539
H 2.270 -0.864 -6.533
H 1.848 -1.955 -4.372
H 2.636 -1.064 -3.101
H 2.884 -3.344 -2.789
H 4.601 -2.961 -3.269
H 2.892 -5.618 -3.770
H 4.607 -5.532 -4.106
H 3.349 -5.879 -5.379
Cl 4.663 -4.779 -1.174
C 4.327 -4.631 0.626
C 3.364 -5.790 1.072
Cl 4.185 -7.395 1.029
H 3.925 -3.623 0.718
H 5.288 -4.744 1.129
H 2.489 -5.791 0.422
H 3.065 -5.526 2.086
Cl 7.128 1.947 1.012
C 5.999 0.682 0.563
C 6.599 -0.742 0.678
Cl 7.242 -1.117 2.298
H 5.779 0.761 -0.502
H 5.183 0.862 1.263
H 7.373 -0.875 -0.077
H 5.806 -1.442 0.414
Cl 3.845 -3.042 3.806
C 2.783 -1.876 4.726
C 1.286 -2.201 4.453
Cl 0.907 -3.908 4.923
H 3.042 -0.893 4.333
H 3.050 -1.889 5.783
H 1.067 -2.193 3.386
H 0.544 -1.605 4.985
Cl 3.158 -0.884 0.028
C 1.462 -0.556 0.358
C 0.561 -1.608 -0.207
Cl 0.680 -3.126 0.673
H 1.220 0.435 -0.024
H 1.375 -0.475 1.442
H 0.751 -1.782 -1.266
H -0.450 -1.210 -0.127
*
```

(5)
# C16H27N3O

C16H27N3O in the gas phase at a distorted geometry (ωB97M-V with the def2-TZVPD basis set, the Open Molecules 2025 dataset).

As for the HOMO-LUMO gap: 0.3091 Ha. The energy above the lowest of the compared OMol25 structures with the same formula, charge and spin is 0.0 kJ/mol.

The geometry in ORCA input format:
```
! RIJCOSX wB97M-V def2-TZVPD def2/J DEFGRID3
* xyz 0 1
C 1.048 3.240 2.733
C 0.108 2.962 1.593
O -0.970 3.580 1.581
C 0.398 1.886 0.666
C 1.630 1.722 -0.012
C 2.833 2.682 0.061
C 1.782 0.617 -0.808
C 0.710 -0.267 -0.930
N 0.723 -1.445 -1.640
C 1.790 -2.474 -1.577
C 2.712 -2.325 -2.782
C 1.128 -3.872 -1.619
C 2.645 -2.431 -0.303
N -0.447 -0.076 -0.335
C -0.639 0.975 0.410
N -1.887 1.133 0.948
C -3.112 0.378 0.711
C -3.069 -1.055 1.238
C -4.193 1.121 1.506
C -3.577 0.352 -0.758
H 0.564 3.632 3.655
H 1.484 2.314 3.004
H 1.832 3.929 2.476
H 3.426 2.667 -0.838
H 3.469 2.361 0.862
H 2.532 3.730 0.203
H 2.712 0.482 -1.369
H -0.217 -1.783 -1.790
H 2.097 -2.323 -3.683
H 3.265 -1.387 -2.714
H 3.388 -3.140 -2.898
H 0.503 -3.984 -2.514
H 1.892 -4.656 -1.684
H 0.532 -4.050 -0.691
H 1.948 -2.561 0.545
H 3.379 -3.241 -0.288
H 3.218 -1.492 -0.183
H -2.010 2.059 1.395
H -4.094 -1.476 1.247
H -2.727 -1.120 2.277
H -2.436 -1.685 0.584
H -5.179 0.692 1.302
H -4.165 2.210 1.254
H -3.994 1.045 2.546
H -2.824 -0.176 -1.374
H -3.666 1.403 -1.105
H -4.544 -0.151 -0.904
*
```

(6)
# C2H7N2O

A gas-phase ion, C2H7N2O (charge +1) at a distorted geometry (ωB97M-V with the def2-TZVPD basis set, the Open Molecules 2025 dataset).

As for the HOMO-LUMO gap: 0.3673 Ha. The energy above the lowest of the compared OMol25 structures with the same formula, charge and spin is 436.9 kJ/mol.

The geometry in ORCA input format:
```
! RIJCOSX wB97M-V def2-TZVPD def2/J DEFGRID3
* xyz 1 1
C 0.605 0.692 -1.725
N -0.259 0.548 -0.545
N 0.199 0.457 0.768
C -0.924 0.220 1.645
O 1.338 0.270 1.023
H 0.129 1.477 -2.355
H 1.613 1.025 -1.691
H 0.560 -0.254 -2.388
H -1.272 0.815 -0.641
H -1.635 0.945 1.462
H -0.612 0.186 2.677
H -1.266 -0.863 1.528
*
```

(7)
# BrH8O4

5 unconnected molecules or ions with the total composition BrH8O4 at a distorted geometry (ωB97M-V with the def2-TZVPD basis set, the Open Molecules 2025 dataset).

As for the HOMO-LUMO gap: 0.3164 Ha. The energy above the lowest of the compared OMol25 structures with the same formula, charge and spin is 55.4 kJ/mol.

The geometry in ORCA input format:
```
! RIJCOSX wB97M-V def2-TZVPD def2/J DEFGRID3
* xyz -1 1
Br 0.562 0.415 1.110
O -0.499 1.185 -1.855
H -0.103 0.818 -1.051
H -0.741 0.349 -2.290
O 1.636 3.357 -0.104
H 1.569 2.489 0.234
H 0.912 3.735 0.349
O 0.894 -2.531 -0.551
H 0.813 -1.990 0.231
H 0.747 -3.465 -0.395
O -2.224 -1.227 1.465
H -2.343 -2.141 1.315
H -1.226 -0.994 1.536
*
```

(8)
# C8H13F2NO2

A molecular structure, C8H13F2NO2 at a distorted geometry (ωB97M-V with the def2-TZVPD basis set, the Open Molecules 2025 dataset).

Its expectation value of S² is 2.01. As for the HOMO-LUMO gap (alpha / beta): 0.2017 / 0.2486 Ha.

The geometry in ORCA input format:
```
! RIJCOSX wB97M-V def2-TZVPD def2/J DEFGRID3
* xyz 0 3
C 0.441 -1.560 1.286
C -1.533 0.268 -1.166
C 0.352 -0.674 0.025
C 0.555 0.841 0.361
C -0.797 1.507 0.158
C 1.059 1.096 1.786
C 1.546 1.446 -0.639
C -0.970 -2.042 -1.490
N -0.961 -0.904 -0.586
O -0.746 -1.945 1.737
O 1.479 -1.873 1.792
F -1.632 1.486 1.209
F -0.794 2.753 -0.327
H -2.610 0.310 -1.094
H -1.131 0.608 -2.121
H 1.170 -0.986 -0.640
H 1.105 2.169 1.963
H 2.054 0.675 1.907
H 0.403 0.657 2.534
H 1.726 2.492 -0.409
H 1.170 1.382 -1.657
H 2.489 0.910 -0.578
H -0.323 -1.880 -2.362
H -0.636 -2.934 -0.965
H -1.991 -2.199 -1.835
H -1.425 -1.604 1.111
*
```